#a
A 2-piece molecular cluster, C4H8NO2S overall. Source: the Open Molecules 2025 dataset; level of theory: ωB97M-V/def2-TZVPD.

## Properties
Gap between HOMO and LUMO   4.4 eV
HOMO level   -4.5 eV

Structure (ORCA input):
```
! RIJCOSX wB97M-V def2-TZVPD def2/J DEFGRID3
* xyz -1 1
C 1.0662 1.3352 0.4487
N -0.2091 1.9820 0.2639
C -1.3196 1.0647 0.4427
C -1.5342 -0.2363 -0.4687
S -2.7770 -1.5358 0.1508
C 1.6004 -1.7987 -0.4335
O 2.5409 -1.8043 0.4066
O 1.5780 -1.1574 -1.5022
H 0.9764 0.3585 1.0681
H 1.9550 1.9968 0.7652
H 1.3605 0.8227 -0.4767
H -2.2942 1.5864 0.2500
H -1.1925 0.4649 1.4419
H -1.9579 0.0617 -1.4351
H -0.5098 -0.6679 -0.6488
H 0.7168 -2.4725 -0.2729
*
```

#b
A 2-piece molecular cluster, C4H8NO2S overall. Source: the Open Molecules 2025 dataset; level of theory: ωB97M-V/def2-TZVPD.

## Properties
Gap between HOMO and LUMO   8.2 eV
HOMO level   -4.6 eV

Structure (ORCA input):
```
! RIJCOSX wB97M-V def2-TZVPD def2/J DEFGRID3
* xyz -1 1
C -2.5889 0.5826 -0.0397
C 1.8034 -1.6973 0.9249
C 0.5678 1.7008 -0.2313
C 1.1173 -0.6358 0.1205
N 1.1517 0.5819 0.5631
O -2.3559 1.5673 0.6169
O -1.8107 -0.0388 -0.7523
S -4.5633 0.1610 -0.0345
H 0.9987 -2.3508 1.2943
H 2.5336 -2.2470 0.3953
H 2.2774 -1.3488 1.8649
H 0.5045 1.4773 -1.2542
H -0.4608 1.9754 0.0599
H 1.3244 2.4613 -0.1691
H 0.7842 -0.9576 -0.8833
H -5.0393 1.2559 0.4641
*
```

It is #b that is most stable; the runner-up trails by 456.1 kJ/mol.

#a
A 4-piece molecular cluster, C2H12O3S2 overall. Source: the Open Molecules 2025 dataset; level of theory: ωB97M-V/def2-TZVPD.

## Properties
Gap between HOMO and LUMO   9.6 eV
HOMO level   -9.0 eV
SMILES   CSSC.O.O.O

Structure (ORCA input):
```
! RIJCOSX wB97M-V def2-TZVPD def2/J DEFGRID3
* xyz 0 1
C -1.6399 0.9569 1.7651
S -2.2661 1.3881 0.1315
S -1.0428 0.2785 -1.1098
C -2.0888 -1.1758 -1.4340
H -1.7254 -0.1005 1.9943
H -2.2594 1.5260 2.4689
H -0.5928 1.2551 1.8842
H -2.7148 -0.9939 -2.3050
H -2.7187 -1.3264 -0.5657
H -1.4320 -2.0327 -1.5919
O 1.0841 -2.2040 0.5187
H 1.6007 -1.3862 0.4689
H 1.6982 -2.8728 0.2029
O 3.2585 -0.2227 -0.0305
H 3.7211 -0.5312 -0.8155
H 2.9066 0.6526 -0.2773
O 1.7390 2.1736 -0.2653
H 1.5619 2.9315 -0.8308
H 0.9107 1.6837 -0.2087
*
```

#b
A 4-piece molecular cluster, C2H12O3S2 overall. Source: the Open Molecules 2025 dataset; level of theory: ωB97M-V/def2-TZVPD.

## Properties
Gap between HOMO and LUMO   8.9 eV
HOMO level   -8.5 eV
SMILES   CCSS.O.O.O

Structure (ORCA input):
```
! RIJCOSX wB97M-V def2-TZVPD def2/J DEFGRID3
* xyz 0 1
C 0.6017 0.3656 -1.8659
C 1.7916 -0.2117 -1.0949
S 1.9925 0.3132 0.7043
S 0.0435 0.1701 1.3107
H -0.0980 -0.4496 -2.0869
H 0.2647 1.2582 -1.4261
H 1.1104 0.5088 -2.7950
H 1.8059 -1.3173 -1.1257
H 2.8054 0.0604 -1.5516
H 0.0358 1.2694 2.0939
O -2.6207 -0.3844 -0.2282
H -3.4349 -0.1468 0.1739
H -2.4909 -1.3608 -0.0201
O -1.6816 2.0915 -0.9327
H -1.0979 1.5512 -0.4116
H -2.3995 1.4900 -1.0800
O -1.0050 -2.5360 0.3510
H -0.7670 -2.5192 -0.5463
H -0.2102 -2.3681 0.7799
*
```

It is #a that is most stable; the runner-up trails by 117.1 kJ/mol.

#a
C20H42NOP3W as an isolated structure. Source: the Open Molecules 2025 dataset; level of theory: ωB97M-V/def2-TZVPD.

## Properties
Gap between HOMO and LUMO (alpha / beta)   2.4 / 3.7 eV
HOMO level (alpha / beta)   -17.7 / -18.7 eV

Structure (ORCA input):
```
! RIJCOSX wB97M-V def2-TZVPD def2/J DEFGRID3
* xyz 4 3
W -1.0868 -0.3296 0.0432
P -1.1191 1.9321 0.8687
P -3.0801 0.5256 -0.9491
P 1.3672 -0.3285 0.9511
H -1.6651 -0.7728 -2.6893
C -0.8490 -0.6468 -1.9243
C 0.0540 -1.8092 -1.5316
H -0.5003 -2.7872 -1.3047
C -0.1261 3.0756 -0.2541
C -2.7349 2.8657 0.9158
C -0.5410 2.5192 2.4545
C -3.3774 -1.3127 -0.8412
C -4.8298 1.0500 -0.8860
C -2.6912 1.5081 -2.5043
C 2.2288 -1.9765 1.0085
C 1.5653 0.1969 2.6965
C 2.5296 0.7399 0.0605
H -0.1708 0.1872 -2.1393
H 0.5554 -1.9332 -2.5317
H -0.2664 4.1331 0.0568
H -0.4435 2.9612 -1.3066
H 0.9418 2.8066 -0.1518
H -2.6095 3.8644 1.3530
H -3.4282 2.3128 1.5618
H -3.1949 3.0095 -0.0744
H -0.9041 3.4996 2.7547
H 0.5324 2.6020 2.5282
H -0.8535 1.8671 3.2553
H -4.1714 -1.5067 -0.1135
H -2.3896 -1.7227 -0.3946
H -3.5776 -1.6495 -1.8674
H -5.0027 1.3686 -1.9315
H -4.8826 1.8757 -0.1679
H -5.4688 0.1945 -0.6232
H -3.5135 1.2291 -3.1889
H -1.7060 1.3552 -2.9719
H -2.8232 2.5518 -2.1644
H 1.6955 -2.6832 1.6472
H 3.2276 -1.7518 1.3912
H 2.3050 -2.3665 -0.0055
H 2.2868 -0.4640 3.1936
H 0.6156 0.1533 3.2446
H 1.9673 1.2153 2.7310
H 3.4936 0.2424 -0.0225
H 2.6447 1.6882 0.5724
H 2.1958 0.9299 -0.9567
C 3.7614 -2.0789 -2.5898
C 3.5191 -0.7390 -3.1263
C 4.5704 -0.0037 -3.6635
C 5.8372 -0.5602 -3.8163
C 6.0664 -1.8858 -3.4031
C 5.0509 -2.6663 -2.9257
O 2.8754 -2.6792 -1.9018
H 1.2923 -1.1865 -0.7356
H 2.4830 -0.3540 -3.0316
H 4.3328 0.9731 -4.0729
H 6.6355 0.0409 -4.2373
H 7.0803 -2.2945 -3.5265
H 5.1794 -3.7298 -2.7176
C -2.1467 -1.3885 5.5142
C -2.6141 -1.7278 4.0761
C -1.9417 -1.1875 2.9733
N -1.7044 -0.8572 1.8710
H -1.0968 -1.6511 5.6815
H -2.7325 -1.9030 6.2755
H -2.3329 -0.3151 5.6566
H -2.6526 -2.8145 3.9266
H -3.6617 -1.4112 3.9808
*
```

#b
C20H42NOP3W as an isolated structure. Source: the Open Molecules 2025 dataset; level of theory: ωB97M-V/def2-TZVPD.

## Properties
Gap between HOMO and LUMO (alpha / beta)   5.8 / 6.1 eV
HOMO level (alpha / beta)   -21.5 / -21.7 eV

Structure (ORCA input):
```
! RIJCOSX wB97M-V def2-TZVPD def2/J DEFGRID3
* xyz 4 3
W -0.1242 -0.0118 0.0498
P 2.0305 0.9146 0.0334
P -0.3378 -0.2173 2.5522
P -1.4757 2.0251 0.2201
H -1.1279 -3.5033 -1.0763
C -0.8632 -2.8321 -1.9061
C 0.4047 -2.5803 -2.2818
H 1.2911 -3.0524 -1.8321
C 3.4926 -0.1553 -0.2025
C 2.4803 1.7495 1.6176
C 2.2614 2.3288 -1.1107
C -1.8764 -1.1695 2.7910
C 0.9782 -1.2735 3.2682
C -0.4181 1.0568 3.8575
C -1.5130 3.0560 -1.2889
C -1.0353 3.3115 1.4598
C -3.2487 1.7392 0.5559
H -1.6920 -2.5089 -2.5563
H 0.6068 -2.0516 -3.2205
H 3.5515 -0.4704 -1.2500
H 3.4226 -1.0418 0.4405
H 4.3955 0.4104 0.0638
H 2.6453 1.0322 2.4304
H 1.7191 2.4672 1.9417
H 3.4209 2.2956 1.4536
H 2.1757 1.9594 -2.1397
H 3.2454 2.7727 -0.9163
H 1.4939 3.0891 -0.9363
H -2.0723 -1.2413 3.8700
H -1.7761 -2.1782 2.3752
H -2.7205 -0.6766 2.2936
H 0.6958 -1.4994 4.3074
H 1.9446 -0.7535 3.2472
H 1.0798 -2.2123 2.7123
H -0.7224 0.5680 4.7928
H -1.1422 1.8383 3.6253
H 0.5684 1.5242 3.9930
H -1.3598 4.1099 -1.0282
H -2.4840 2.9434 -1.7838
H -0.7414 2.7343 -1.9970
H -1.2192 4.2984 1.0118
H 0.0181 3.2804 1.7516
H -1.6685 3.2175 2.3481
H -3.8021 2.6337 0.2350
H -3.4209 1.5611 1.6259
H -3.6146 0.8725 -0.0035
C 0.0425 0.5372 -3.3052
C -0.9071 0.1732 -2.2341
C -2.2520 0.1146 -2.6753
C -2.6938 0.9765 -3.6628
C -1.7858 1.5991 -4.5397
C -0.4354 1.2801 -4.4500
O 1.2803 0.1904 -3.1857
H 1.2776 0.0861 -1.5323
H -0.6209 -0.7485 -1.5656
H -2.8825 -0.6668 -2.2511
H -3.7664 1.1539 -3.7636
H -2.1577 2.2760 -5.3106
H 0.2968 1.5663 -5.2069
C 1.6720 -4.9258 1.6378
C 1.0540 -4.3968 0.3407
C 0.7175 -3.0112 0.4950
N 0.3065 -1.9127 0.3685
H 2.5307 -4.3011 1.8987
H 2.0128 -5.9549 1.5201
H 0.9206 -4.8776 2.4284
H 1.7755 -4.5479 -0.4783
H 0.1486 -4.9702 0.0774
*
```

It is #b that is most stable; the runner-up trails by 147.6 kJ/mol.

#a
The molecule C4H4O4. Source: the Open Molecules 2025 dataset; level of theory: ωB97M-V/def2-TZVPD.

## Properties
Gap between HOMO and LUMO   9.2 eV
HOMO level   -8.6 eV
SMILES   COc1coc(=O)o1

Structure (ORCA input):
```
! RIJCOSX wB97M-V def2-TZVPD def2/J DEFGRID3
* xyz 0 1
C -2.0939 -0.6844 0.1051
O -1.2275 0.5464 -0.2348
C 0.0826 0.3785 0.0194
C 0.9993 1.3887 0.0461
O 2.1583 0.8781 0.1731
C 2.1004 -0.3905 0.0293
O 3.1432 -1.0057 -0.1383
O 0.8385 -0.7896 0.0088
H -2.2133 -1.2304 1.0299
H -3.1248 -0.1805 -0.0030
H -1.8675 -1.4887 -0.6777
H 1.2047 2.5780 -0.3579
*
```

#b
The molecule C4H4O4. Source: the Open Molecules 2025 dataset; level of theory: ωB97M-V/def2-TZVPD.

## Properties
Gap between HOMO and LUMO   10.0 eV
HOMO level   -10.4 eV
SMILES   O=C[C@H]1COC(=O)O1

Structure (ORCA input):
```
! RIJCOSX wB97M-V def2-TZVPD def2/J DEFGRID3
* xyz 0 1
O -1.2854 1.3872 2.3887
C -1.1531 1.0558 1.0700
C 0.1312 0.6725 0.3516
C 0.6672 -0.6229 0.9705
O 1.0458 -1.3233 -0.3143
C 0.5090 -0.6997 -1.4143
O 0.2621 -1.1314 -2.4776
O -0.2535 0.5689 -0.8894
H -1.9875 1.2032 0.2560
H 0.9045 1.4586 0.9064
H 1.7591 -0.1949 1.4418
H 0.2466 -0.9123 1.8696
*
```

#c
C4H4O4 as an isolated structure. Source: the Open Molecules 2025 dataset; level of theory: ωB97M-V/def2-TZVPD.

## Properties
Gap between HOMO and LUMO   10.2 eV
HOMO level   -10.4 eV

Structure (ORCA input):
```
! RIJCOSX wB97M-V def2-TZVPD def2/J DEFGRID3
* xyz 0 1
C 0.1539 0.8220 0.3794
C -1.1269 0.2347 -0.0990
C -0.7915 -1.2546 0.0893
C 1.0767 -0.1692 -0.1118
H 1.5016 1.4814 -0.6755
H 0.3005 0.6329 1.4675
H -1.3637 -1.8402 -0.7353
H -1.1256 -1.5673 1.1171
O 0.6296 2.1186 0.0434
O -2.0018 0.9152 -0.6926
O 0.5113 -1.3649 -0.1986
O 2.2359 -0.0084 -0.5838
*
```

#d
The molecule C4H4O4. Source: the Open Molecules 2025 dataset; level of theory: ωB97M-V/def2-TZVPD.

## Properties
Gap between HOMO and LUMO   11.4 eV
HOMO level   -10.7 eV
SMILES   O=COC(=O)[C@H]1CO1

Structure (ORCA input):
```
! RIJCOSX wB97M-V def2-TZVPD def2/J DEFGRID3
* xyz 0 1
O -3.0827 -0.0712 0.2962
C -2.2580 -0.7001 -0.3012
O -0.8501 -0.5161 -0.4044
C -0.3752 0.8445 -0.2225
O -1.0682 1.7900 -0.1829
C 1.1420 0.7041 -0.1316
C 1.7608 -0.3919 0.6444
O 1.7650 -0.4154 -0.7579
H -2.4698 -1.5666 -0.8890
H 1.6931 1.6403 -0.2234
H 1.0237 -1.0603 1.1161
H 2.7192 -0.2572 1.0561
*
```

It is #d that is most stable; the runner-up trails by 143.4 kJ/mol.

#a
The molecule C4H6N2S. Source: the Open Molecules 2025 dataset; level of theory: ωB97M-V/def2-TZVPD.

## Properties
Gap between HOMO and LUMO   9.9 eV
HOMO level   -9.6 eV
SMILES   SCC1C=NN=C1

Structure (ORCA input):
```
! RIJCOSX wB97M-V def2-TZVPD def2/J DEFGRID3
* xyz 0 1
S -2.4033 -0.2837 -0.0657
C -0.9737 0.8359 -0.2870
C 0.2579 0.2845 0.4003
C 1.5385 1.0541 0.0921
N 2.5098 0.2829 -0.1523
N 2.0506 -1.0915 -0.1359
C 0.7630 -1.0534 0.0847
H -2.9200 0.3100 1.0055
H -1.1932 1.8748 0.0154
H -0.8549 0.8191 -1.3707
H 0.1116 0.3289 1.4664
H 1.6632 2.1315 0.0960
H 0.2084 -1.9912 0.1160
*
```

#b
A 2-piece molecular cluster, C4H6N2S overall. Source: the Open Molecules 2025 dataset; level of theory: ωB97M-V/def2-TZVPD.

## Properties
Gap between HOMO and LUMO (alpha / beta)   6.0 / 7.8 eV
HOMO level (alpha / beta)   -7.4 / -7.9 eV

Structure (ORCA input):
```
! RIJCOSX wB97M-V def2-TZVPD def2/J DEFGRID3
* xyz 0 1
C 1.4695 -1.2790 0.2414
C 2.2520 -0.1958 0.3352
C 0.1178 -0.9455 -0.1831
C -1.8709 1.5597 -0.0216
N -0.8178 -1.8073 -0.2796
N 0.0427 0.3821 -0.5196
S 1.4057 1.2348 -0.1783
H 1.7412 -2.2868 0.4903
H 3.2813 -0.1135 0.6213
H -1.4376 2.5166 -0.2285
H -2.4910 1.1003 -0.7625
H -1.9691 1.2501 0.9994
H -1.7238 -1.4159 -0.5142
*
```

It is #a that is most stable; the runner-up trails by 204.1 kJ/mol.

#a
The molecule C4H6N2S. Source: the Open Molecules 2025 dataset; level of theory: ωB97M-V/def2-TZVPD.

## Properties
Gap between HOMO and LUMO   9.0 eV
HOMO level   -8.2 eV
SMILES   CSc1ncc[nH]1

Structure (ORCA input):
```
! RIJCOSX wB97M-V def2-TZVPD def2/J DEFGRID3
* xyz 0 1
C 1.7948 1.8990 -0.0180
S 0.0391 1.6482 -0.2460
C -0.1952 -0.1153 -0.1025
N 0.6974 -1.0314 0.0290
C 0.0226 -2.2309 0.3243
C -1.2816 -2.0037 0.2267
N -1.4454 -0.6374 0.0350
H 1.9191 3.0183 -0.4944
H 2.3524 1.0277 -0.5783
H 2.1642 1.9418 1.0911
H 0.5270 -3.1569 0.5026
H -2.1881 -2.6784 0.5185
H -2.2083 -0.1371 -0.1341
*
```

#b
The molecule C4H6N2S. Source: the Open Molecules 2025 dataset; level of theory: ωB97M-V/def2-TZVPD.

## Properties
Gap between HOMO and LUMO (alpha / beta)   8.4 / 8.4 eV
HOMO level (alpha / beta)   -8.5 / -8.5 eV
SMILES   [S-][N+]1=NCC=CC1

Structure (ORCA input):
```
! RIJCOSX wB97M-V def2-TZVPD def2/J DEFGRID3
* xyz 0 1
S -1.7547 2.2501 1.0380
N -1.0239 1.1043 0.2647
N -0.7501 0.9600 -0.9292
C -0.3915 -0.3240 -1.2816
C 1.0621 -0.5950 -0.7802
C 1.1740 -0.4250 0.5410
C -0.0894 -0.0253 1.2731
H -0.5483 -0.3696 -2.4173
H -1.0546 -1.0532 -0.8629
H 1.9656 -0.5782 -1.3624
H 2.0895 -0.5901 1.0479
H -0.7525 -0.8884 1.2595
H 0.0736 0.5345 2.2094
*
```

It is #a that is most stable; the runner-up trails by 286.5 kJ/mol.